Here is a 2-piece molecular cluster, C5H11NO overall at a distorted geometry from the Open Molecules 2025 dataset. Energies are from the ωB97M-V functional and the def2-TZVPD basis.

Each atom is followed by the atoms it is bonded to, with distances in Å.
CARTESIAN COORDINATES (ANGSTROEM)
1 C 2.455 -0.007 -2.407  C2 1.493, H7 1.090, H8 1.089, H9 1.093
2 C 1.408 0.351 -1.404  C1 1.493, C3 1.342, H10 1.085
3 C 0.143 -0.071 -1.256  C2 1.342, C4 1.460, H11 1.084
4 C -0.666 0.507 -0.188  C3 1.460, C5 1.327, H12 1.085
5 C -1.582 -0.154 0.509  C4 1.327, N6 1.396, H13 1.083
6 N -2.371 0.297 1.568  C5 1.396, H14 1.009, H15 1.000
7 H 2.260 0.267 -3.445  C1 1.090
8 H 3.361 0.486 -2.060  C1 1.089
9 H 2.664 -1.080 -2.430  C1 1.093
10 H 1.695 1.137 -0.713  C2 1.085
11 H -0.330 -0.771 -1.934  C3 1.084
12 H -0.473 1.547 0.053  C4 1.085
13 H -1.735 -1.208 0.308  C5 1.083
14 H -3.240 -0.198 1.706  N6 1.009
15 H -2.536 1.278 1.677  N6 1.000
16 O 0.017 -0.669 3.501  H17 0.971, H18 0.995
17 H -0.482 -1.485 3.670  O16 0.971
18 H -0.588 -0.228 2.845  O16 0.995

Results
HOMO: -7.89 eV
SMILES string: C/C=C/C=C/N.O
HOMO-LUMO gap: 0.32231 Ha
E_LUMO: 0.88 eV
E_tot: -327.061908 Ha
Net charge: 0

Here is the molecule C5H11NO from the Open Molecules 2025 dataset. Energies are from the ωB97M-V functional and the def2-TZVPD basis.

Each atom is followed by the atoms it is bonded to, with distances in Å.
CARTESIAN COORDINATES (ANGSTROEM)
1 C 2.800 0.385 -0.239  N2 1.431, H8 1.091, H9 1.096, H10 1.091
2 N 1.455 -0.043 -0.472  C1 1.431, C3 1.357, H11 1.002
3 C 0.482 -0.001 0.472  N2 1.357, O4 1.223, C5 1.520
4 O 0.696 0.057 1.674  C3 1.223
5 C -0.889 -0.041 -0.184  C3 1.520, C6 1.528, C7 1.523, H12 1.096
6 C -1.484 -1.445 -0.083  C5 1.528, H13 1.094, H14 1.098, H15 1.092
7 C -1.806 1.005 0.437  C5 1.523, H16 1.094, H17 1.093, H18 1.095
8 H 2.884 1.423 -0.567  C1 1.091
9 H 3.460 -0.272 -0.817  C1 1.096
10 H 2.984 0.326 0.834  C1 1.091
11 H 1.178 -0.056 -1.436  N2 1.002
12 H -0.726 0.229 -1.233  C5 1.096
13 H -1.656 -1.697 0.968  C6 1.094
14 H -0.832 -2.217 -0.512  C6 1.098
15 H -2.441 -1.458 -0.609  C6 1.092
16 H -2.783 0.982 -0.056  C7 1.094
17 H -1.940 0.816 1.505  C7 1.093
18 H -1.383 2.008 0.318  C7 1.095

Results
HOMO: -9.51 eV
SMILES string: CNC(=O)C(C)C
HOMO-LUMO gap: 0.38030 Ha
E_LUMO: 0.84 eV
E_tot: -327.121971 Ha
Net charge: 0

Here is the molecule C5H11NO from the Open Molecules 2025 dataset. Energies are from the ωB97M-V functional and the def2-TZVPD basis.

Each atom is followed by the atoms it is bonded to, with distances in Å.
CARTESIAN COORDINATES (ANGSTROEM)
1 C 0.492 -0.544 2.250  C2 1.535, H8 1.094, H9 1.095, H10 1.094
2 C 0.938 0.481 1.198  C1 1.535, N3 1.465, H11 1.095, H12 1.096
3 N 0.143 0.651 -0.021  C2 1.465, C4 1.453, C5 1.449
4 C -1.253 0.246 -0.041  N3 1.453, C5 1.482, H13 1.086, H14 1.086
5 C -0.238 -0.482 -0.840  N3 1.449, C4 1.482, C6 1.520, H15 1.091
6 C -0.136 -0.235 -2.336  C5 1.520, O7 1.406, H16 1.103, H17 1.096
7 O -0.497 1.085 -2.660  C6 1.406, H18 0.972
8 H 0.969 -0.306 3.205  C1 1.094
9 H 0.761 -1.576 2.001  C1 1.095
10 H -0.585 -0.515 2.436  C1 1.094
11 H 0.967 1.469 1.670  C2 1.095
12 H 1.962 0.253 0.879  C2 1.096
13 H -1.651 -0.260 0.833  C4 1.086
14 H -1.934 0.936 -0.531  C4 1.086
15 H 0.045 -1.479 -0.498  C5 1.091
16 H 0.888 -0.460 -2.678  C6 1.103
17 H -0.820 -0.902 -2.872  C6 1.096
18 H -0.053 1.637 -1.995  O7 0.972

Results
HOMO: -9.21 eV
SMILES string: CCN1C[C@H]1CO
HOMO-LUMO gap: 0.37708 Ha
E_LUMO: 1.05 eV
E_tot: -327.052837 Ha
Net charge: 0

Here is a 2-piece molecular cluster, C5H11NO overall from the Open Molecules 2025 dataset. Energies are from the ωB97M-V functional and the def2-TZVPD basis.

Each atom is followed by the atoms it is bonded to, with distances in Å.
CARTESIAN COORDINATES (ANGSTROEM)
1 C -0.953 -1.463 -0.956  C2 1.479, H8 1.104, H9 1.092, H10 1.103
2 C -0.227 -0.203 -1.224  C1 1.479, N4 1.327, H11 1.080
3 C -1.272 0.947 1.747  H12 1.093, H13 1.093, H14 1.092, H17 1.095
4 N 0.930 0.013 -0.610  C2 1.327, C5 1.350, C6 1.451
5 C 1.579 -0.777 0.272  N4 1.350, H15 1.078, H16 1.079
6 C 1.595 1.274 -0.881  N4 1.451, O7 1.193, H18 1.100
7 O 1.182 2.083 -1.654  C6 1.193
8 H -1.097 -1.613 0.128  C1 1.104
9 H -1.934 -1.456 -1.438  C1 1.092
10 H -0.402 -2.348 -1.317  C1 1.103
11 H -0.560 0.569 -1.902  C2 1.080
12 H -1.084 1.889 1.225  C3 1.093
13 H -2.122 0.441 1.281  C3 1.093
14 H -1.501 1.154 2.795  C3 1.092
15 H 1.213 -1.772 0.462  C5 1.078
16 H 2.514 -0.426 0.680  C5 1.079
17 H -0.383 0.308 1.687  C3 1.095
18 H 2.520 1.381 -0.296  C6 1.100

Results
HOMO (alpha / beta): -7.17 / -7.04 eV
HOMO-LUMO gap (alpha / beta): 0.27184 / 0.26691 Ha
E_LUMO (alpha / beta): 0.22 / 0.23 eV
E_tot: -327.013556 Ha
Net charge: 0

Here is a 2-piece molecular cluster, C5H11NO overall at a distorted geometry from the Open Molecules 2025 dataset. Energies are from the ωB97M-V functional and the def2-TZVPD basis.

Each atom is followed by the atoms it is bonded to, with distances in Å.
CARTESIAN COORDINATES (ANGSTROEM)
1 C -0.913 2.664 -1.536  C2 1.368, H7 1.081, H8 1.037
2 C -0.103 1.957 -0.689  C1 1.368, N3 1.362, C4 1.501
3 N 0.905 2.519 0.032  C2 1.362, H9 0.980, H10 1.020
4 C -0.218 0.472 -0.504  C2 1.501, C5 1.346, H11 1.076
5 C -1.279 0.035 0.201  C4 1.346, C6 1.523, H12 1.114
6 C -1.632 -1.391 0.599  C5 1.523, H13 1.203, H14 1.086, H15 1.045
7 H -0.904 3.728 -1.727  C1 1.081
8 H -1.776 2.236 -1.920  C1 1.037
9 H 1.448 2.024 0.683  N3 0.980
10 H 1.094 3.515 0.148  N3 1.020
11 H 0.530 -0.180 -0.919  C4 1.076
12 H -2.049 0.749 0.571  C5 1.114
13 H -2.390 -1.187 1.511  C6 1.203
14 H -0.741 -1.781 1.084  C6 1.086
15 H -2.127 -2.017 -0.076  C6 1.045
16 O 3.667 -4.555 1.079  H17 0.992, H18 1.015
17 H 2.848 -5.091 0.920  O16 0.992
18 H 3.639 -3.695 0.542  O16 1.015

Results
HOMO: -7.83 eV
SMILES string: C=C(N)/C=C/C.O
HOMO-LUMO gap: 0.30760 Ha
E_LUMO: 0.54 eV
E_tot: -327.030578 Ha
Net charge: 0

Here is the molecule C5H11NO at a distorted geometry from the Open Molecules 2025 dataset. Energies are from the ωB97M-V functional and the def2-TZVPD basis.

Each atom is followed by the atoms it is bonded to, with distances in Å.
CARTESIAN COORDINATES (ANGSTROEM)
1 N 1.751 -0.611 0.185  C2 1.500, H8 1.068, H9 1.058
2 C 1.482 0.831 0.497  N1 1.500, C3 1.526, H10 1.161, H11 1.062
3 C 0.160 0.925 1.254  C2 1.526, C4 1.562, H12 1.105, H13 1.132
4 C -0.925 0.238 0.364  C3 1.562, C5 1.562, H14 1.136, H15 1.188
5 C -1.250 0.087 -1.156  C4 1.562, C6 1.614, H16 1.071, H17 1.146
6 C -0.799 -1.379 -1.660  C5 1.614, O7 1.250, H18 1.188
7 O -1.580 -2.350 -1.559  C6 1.250
8 H 0.804 -1.101 0.118  N1 1.068
9 H 2.033 -0.984 1.135  N1 1.058
10 H 1.526 1.419 -0.503  C2 1.161
11 H 2.022 1.408 1.208  C2 1.062
12 H 0.011 1.981 1.542  C3 1.105
13 H 0.286 0.343 2.217  C3 1.132
14 H -1.875 0.621 0.855  C4 1.136
15 H -1.053 -0.867 0.781  C4 1.188
16 H -2.255 0.322 -1.441  C5 1.071
17 H -0.610 0.811 -1.772  C5 1.146
18 H 0.272 -1.695 -2.064  C6 1.188

Results
HOMO: -9.70 eV
SMILES string: NCCCCC=O
HOMO-LUMO gap: 0.38882 Ha
E_LUMO: 0.88 eV
E_tot: -327.004780 Ha
Net charge: 0

Here is a 2-piece molecular cluster, C5H11NO overall at a distorted geometry from the Open Molecules 2025 dataset. Energies are from the ωB97M-V functional and the def2-TZVPD basis.

Each atom is followed by the atoms it is bonded to, with distances in Å.
CARTESIAN COORDINATES (ANGSTROEM)
1 C -1.820 -0.666 -1.308  C2 1.382, H7 1.070, H8 1.079
2 C -1.056 0.474 -1.142  C1 1.382, C3 1.470, H9 1.142
3 C 0.338 0.353 -0.690  C2 1.470, C4 1.337, H10 1.063
4 C 0.817 1.184 0.240  C3 1.337, C5 1.510, N6 1.466
5 C 1.998 0.711 1.054  C4 1.510, H11 1.048, H12 1.135, H13 1.182
6 N 0.336 2.484 0.719  C4 1.466, H14 0.998, H15 0.955
7 H -2.613 -0.766 -0.597  C1 1.070
8 H -1.561 -1.511 -1.925  C1 1.079
9 H -1.551 1.502 -1.092  C2 1.142
10 H 0.892 -0.526 -0.912  C3 1.063
11 H 2.578 -0.025 0.586  C5 1.048
12 H 2.602 1.668 0.967  C5 1.135
13 H 1.768 0.668 2.212  C5 1.182
14 H 0.217 2.414 1.707  N6 0.998
15 H -0.410 2.869 0.264  N6 0.955
16 O -0.518 -3.358 0.074  H17 1.024, H18 0.967
17 H -0.560 -4.343 -0.204  O16 1.024
18 H -1.458 -3.132 0.045  O16 0.967

Results
HOMO: -7.29 eV
SMILES string: C=C/C=C(/C)N.O
HOMO-LUMO gap: 0.29418 Ha
E_LUMO: 0.72 eV
E_tot: -326.977682 Ha
Net charge: 0

Here is the molecule C5H11NO at a distorted geometry from the Open Molecules 2025 dataset. Energies are from the ωB97M-V functional and the def2-TZVPD basis.

Each atom is followed by the atoms it is bonded to, with distances in Å.
CARTESIAN COORDINATES (ANGSTROEM)
1 C -1.744 -1.225 0.618  N2 1.466, H8 1.105, H9 1.109, H10 1.029
2 N -1.184 -0.764 -0.657  C1 1.466, C3 1.407, H11 1.084
3 C 0.200 -0.898 -0.870  N2 1.407, C4 1.598, H12 1.043, H13 1.173
4 C 1.061 0.380 -0.448  C3 1.598, C5 1.496, C6 1.541, H14 1.051
5 C 0.351 1.454 0.313  C4 1.496, H15 1.116, H16 1.170, H17 1.166
6 C 2.336 -0.160 0.230  C4 1.541, O7 1.197, H18 1.092
7 O 2.961 -1.141 -0.051  C6 1.197
8 H -2.782 -0.848 0.636  C1 1.105
9 H -1.589 -2.314 0.760  C1 1.109
10 H -1.298 -0.828 1.457  C1 1.029
11 H -1.862 -0.151 -1.240  N2 1.084
12 H 0.569 -1.716 -0.338  C3 1.043
13 H 0.433 -1.044 -2.010  C3 1.173
14 H 1.477 0.931 -1.241  C4 1.051
15 H -0.244 2.127 -0.349  C5 1.116
16 H 1.227 2.182 0.579  C5 1.170
17 H -0.029 0.975 1.306  C5 1.166
18 H 2.737 0.472 1.025  C6 1.092

Results
HOMO: -8.22 eV
SMILES string: CNC[C@@H](C)C=O
HOMO-LUMO gap: 0.33291 Ha
E_LUMO: 0.84 eV
E_tot: -327.027364 Ha
Net charge: 0